Record 1
Computed, not measured: C37H45BBr2N7ORbS3 as an isolated structure, with ωB97M-V/def2-TZVPD.

The orbital gap is 4.83 eV. The calculation puts the HOMO energy at -6.1 eV. The value obtained for the largest force on an atom is 0.0339 hartree/bohr. As for the molar mass: 956.104 g mol⁻¹. The total energy comes out at -225503.398 eV.

ORCA input file:
```
! wB97M-V def2-TZVPD RIJCOSX def2/J DEFGRID3
* xyz 0 1
Rb -4.0953 0.1463 0.0311
C -0.3410 -2.4516 -3.6243
C 0.0977 -2.0056 -2.2700
C 0.9960 -2.7038 -1.5284
C 1.3531 -2.2485 -0.2266
N 0.8916 -1.1344 0.2361
N 0.0478 -0.3939 -0.5061
B -0.2027 0.9430 0.0578
N -0.1039 2.0785 -0.9197
N 0.9325 2.0377 -1.7503
C 1.1109 3.0282 -2.5739
C 0.2004 4.1200 -2.5986
C -0.8604 4.1596 -1.7426
C -1.8683 5.2581 -1.7186
C -1.0112 3.0688 -0.8338
S -2.1942 2.8779 0.3369
C 2.3516 2.9242 -3.4537
C 2.4242 4.0652 -4.4669
C 3.5841 2.9827 -2.5355
C 2.3283 1.5809 -4.1976
N 0.3688 1.2359 1.4075
N 1.4855 1.9550 1.4770
C 2.0211 2.1583 2.6443
C 1.4151 1.6438 3.8250
C 0.2720 0.9051 3.7554
C -0.4390 0.3549 4.9444
C -0.2831 0.6852 2.4589
S -1.6802 -0.1581 2.0917
C 3.3318 2.9389 2.6327
C 3.8325 3.2305 4.0460
C 3.1292 4.2612 1.8789
C 4.3790 2.0834 1.8981
C -0.4756 -0.8091 -1.7105
S -1.7252 0.0157 -2.4430
C 2.3226 -2.9775 0.6959
C 2.6966 -4.3558 0.1503
C 3.5914 -2.1162 0.8105
C 1.6755 -3.1439 2.0774
H 0.2214 -3.3255 -3.9494
H -0.2050 -1.6392 -4.3396
H -1.4061 -2.6863 -3.6189
H 1.4144 -3.6187 -1.9248
H 0.3366 4.9241 -3.3088
H -1.6241 6.0350 -2.4409
H -1.9232 5.6883 -0.7177
H -2.8567 4.8527 -1.9418
H 2.4664 5.0376 -3.9720
H 1.5695 4.0513 -5.1464
H 3.3300 3.9561 -5.0639
H 3.6365 3.9447 -2.0200
H 4.4953 2.8549 -3.1230
H 3.5326 2.1919 -1.7869
H 1.4784 1.5345 -4.8816
H 2.2454 0.7587 -3.4878
H 3.2473 1.4605 -4.7742
H 1.8557 1.8530 4.7902
H 0.1118 0.5498 5.8626
H -0.5912 -0.7186 4.8245
H -1.4308 0.8064 5.0107
H 3.1223 3.8394 4.6097
H 4.7714 3.7814 3.9846
H 4.0242 2.3101 4.6016
H 2.4460 4.9151 2.4249
H 2.7094 4.0703 0.8921
H 4.0850 4.7753 1.7641
H 4.5686 1.1563 2.4444
H 5.3184 2.6326 1.8116
H 4.0247 1.8295 0.8991
H 3.2302 -4.2817 -0.7995
H 1.8125 -4.9823 0.0145
H 3.3549 -4.8538 0.8623
H 4.0570 -1.9897 -0.1701
H 4.3148 -2.5950 1.4735
H 3.3462 -1.1293 1.2038
H 0.8074 -3.8037 2.0159
H 1.3438 -2.1821 2.4672
H 2.3923 -3.5833 2.7737
C -2.1739 -3.4944 0.4061
C -3.6383 -3.8388 0.3352
C -4.0703 -5.1777 0.3650
C -5.4065 -5.4551 0.2926
C -6.3411 -4.4048 0.1916
C -7.7367 -4.5846 0.1231
Br -8.4864 -6.3409 0.1247
C -8.5884 -3.5126 0.0484
C -8.0727 -2.2236 0.0271
Br -9.2608 -0.7480 -0.0734
C -6.6939 -1.9149 0.0701
O -6.2445 -0.7352 0.0331
C -5.8169 -3.0804 0.1679
N -4.4872 -2.8383 0.2378
H -1.5544 -4.3920 0.4199
H -1.9669 -2.9109 1.3045
H -1.8942 -2.8864 -0.4573
H -3.3454 -5.9779 0.4448
H -5.7568 -6.4781 0.3117
H -9.6575 -3.6663 0.0080
*
```

---

Record 2
Computed, not measured: a 8-piece molecular cluster, C37H45BIN10 overall, with ωB97M-V/def2-TZVPD.

The orbital gap is 6.24 eV. The calculation puts the HOMO energy at -4.3 eV. The value obtained for the largest force on an atom is 0.0344 hartree/bohr. As for the molar mass: 767.553 g mol⁻¹. For the energy relative to the best compared isomer or geometry (same formula, charge and spin), the calculation gives 5.2 kcal/mol. The total energy comes out at -62777.958 eV.

ORCA input file:
```
! wB97M-V def2-TZVPD RIJCOSX def2/J DEFGRID3
* xyz -1 1
N -0.0888 -3.6790 -0.9062
C -1.5268 -3.9217 -0.9048
N -2.1330 -2.5633 -0.9159
N -1.9668 -4.5902 -2.1324
C -2.0038 -4.6715 0.3509
B -1.8133 -6.2947 0.4011
I 0.2933 -7.0035 0.1186
H 0.0871 -2.8071 -1.3953
H 0.3648 -4.4144 -1.4379
H -3.0339 -2.5710 -0.4640
H -1.5258 -1.9095 -0.4376
H -1.3344 -5.3508 -2.3516
H -2.8989 -4.9601 -1.9943
H -1.6141 -4.1883 1.2458
H -3.0905 -4.5183 0.3903
H -2.5517 -6.8584 -0.3792
H -2.1415 -6.6717 1.5113
N -0.6683 0.6652 -1.2256
C -0.8761 1.8254 -0.6069
C -1.4634 2.9265 -1.2115
C -1.8529 2.8147 -2.5374
C -1.6452 1.6149 -3.1971
C -1.0530 0.5714 -2.4968
H -0.5553 1.8606 0.4292
H -1.6129 3.8447 -0.6575
H -2.3148 3.6502 -3.0515
H -1.9367 1.4900 -4.2311
H -0.8787 -0.3898 -2.9669
N 2.9051 -8.6255 3.9435
C 2.4107 -7.5838 3.2699
C 3.0580 -6.3609 3.1650
C 4.2811 -6.2069 3.7943
C 4.8102 -7.2772 4.5007
C 4.0849 -8.4568 4.5411
H 1.4507 -7.7374 2.7915
H 2.6066 -5.5564 2.6003
H 4.8161 -5.2666 3.7362
H 5.7628 -7.1985 5.0093
H 4.4634 -9.3203 5.0800
N 0.7473 6.4080 -3.6231
C 0.6500 5.4415 -2.7093
C 1.7219 4.9797 -1.9609
C 2.9680 5.5454 -2.1766
C 3.0906 6.5470 -3.1262
C 1.9530 6.9429 -3.8107
H -0.3380 5.0228 -2.5754
H 1.5806 4.1944 -1.2308
H 3.8298 5.2096 -1.6147
H 4.0450 7.0129 -3.3299
H 1.9999 7.7256 -4.5612
N -3.0518 3.7397 -6.0240
C -4.2168 3.1060 -6.1523
C -4.6888 2.5964 -7.3518
C -3.9088 2.7555 -8.4850
C -2.6947 3.4127 -8.3716
C -2.3142 3.8815 -7.1237
H -4.7956 3.0040 -5.2406
H -5.6417 2.0873 -7.3944
H -4.2410 2.3720 -9.4412
H -2.0542 3.5580 -9.2306
H -1.3701 4.3979 -6.9879
N -3.7672 -0.4050 0.5243
C -4.5643 -0.7283 1.5397
C -5.6890 0.0039 1.8941
C -5.9994 1.1336 1.1527
C -5.1786 1.4821 0.0915
C -4.0808 0.6782 -0.1767
H -4.2813 -1.6200 2.0899
H -6.3043 -0.3053 2.7281
H -6.8685 1.7319 1.3975
H -5.3829 2.3548 -0.5146
H -3.4100 0.8995 -0.9988
N 6.9650 -7.3342 7.8188
C 6.3862 -6.1841 8.1623
C 5.4391 -6.0680 9.1675
C 5.0657 -7.2108 9.8543
C 5.6542 -8.4161 9.5106
C 6.5943 -8.4216 8.4922
H 6.7030 -5.3159 7.5950
H 5.0042 -5.1064 9.4025
H 4.3266 -7.1630 10.6438
H 5.3906 -9.3333 10.0192
H 7.0810 -9.3435 8.1925
N 1.4673 8.8013 0.0912
C 1.2937 9.9791 0.6887
C 0.7242 11.0811 0.0699
C 0.3123 10.9552 -1.2473
C 0.4849 9.7388 -1.8863
C 1.0646 8.6981 -1.1767
H 1.6315 10.0345 1.7182
H 0.6064 12.0124 0.6072
H -0.1378 11.7921 -1.7665
H 0.1759 9.5940 -2.9128
H 1.2089 7.7339 -1.6279
*
```

---

Record 3
Computed, not measured: C37H45BrCaN2O4P as an isolated structure, with ωB97M-V/def2-TZVPD.

The orbital gap is 6.46 eV. The calculation puts the HOMO energy at -4.2 eV. The value obtained for the largest force on an atom is 0.0051 hartree/bohr. As for the molar mass: 732.733 g mol⁻¹. For the energy relative to the best compared isomer or geometry (same formula, charge and spin), the calculation gives 0.0 kcal/mol. The total energy comes out at -148048.031 eV.

ORCA input file:
```
! wB97M-V def2-TZVPD RIJCOSX def2/J DEFGRID3
* xyz -1 1
Ca 0.3772 -0.0492 -0.4214
C 0.5977 5.4787 -1.0195
C 1.9312 5.1264 -0.8278
C 2.3666 3.8293 -1.0267
C 1.4744 2.8149 -1.4317
C 0.1363 3.1960 -1.6386
C -0.2939 4.4967 -1.4268
N 1.8044 1.4804 -1.5279
C 3.0260 1.0749 -2.0171
C 3.8249 1.8320 -2.8977
C 5.0121 1.3303 -3.4048
C 5.4601 0.0584 -3.0704
C 4.6834 -0.7056 -2.2066
C 3.5017 -0.2108 -1.6900
H 0.2661 6.4959 -0.8564
H 2.6421 5.8772 -0.5010
H 3.4025 3.5722 -0.8458
H -0.5549 2.4405 -2.0007
H -1.3352 4.7503 -1.5969
H 3.4916 2.8173 -3.1967
H 5.5928 1.9449 -4.0843
H 6.3884 -0.3269 -3.4722
H 5.0083 -1.6984 -1.9165
H 2.9460 -0.8263 -0.9857
Br 1.6757 -7.5867 -1.5303
C 0.8107 -6.0914 -2.3117
C 0.2184 -6.2213 -3.5586
N -0.4010 -5.2130 -4.1632
C -0.4417 -4.0413 -3.5303
C 0.1221 -3.8271 -2.2801
C 0.7679 -4.8814 -1.6507
C 0.0458 -2.4823 -1.6059
O 0.5668 -2.3820 -0.4609
O -0.5188 -1.5379 -2.2091
H 0.2465 -7.1693 -4.0832
H -0.9416 -3.2235 -4.0333
H 1.2151 -4.7284 -0.6777
C -3.4398 1.3962 -2.4168
C -3.3619 1.9537 -0.9921
C -4.7049 2.5206 -0.5355
P -2.4863 0.7071 0.0623
C -2.5323 1.2949 1.8163
C -1.9037 2.6917 1.8533
C -3.8406 1.2401 2.6021
C -3.4304 -0.8849 -0.0452
C -2.8033 -1.8662 0.9533
C -4.9536 -0.8714 0.0706
H -3.7255 2.1850 -3.1165
H -4.1856 0.6020 -2.4907
H -2.4836 0.9814 -2.7436
H -2.6445 2.7816 -1.0045
H -5.4587 1.7453 -0.3989
H -5.0786 3.2172 -1.2920
H -4.6128 3.0719 0.3993
H -1.8085 0.6274 2.2969
H -2.5584 3.4448 1.4069
H -0.9469 2.7125 1.3282
H -1.7144 2.9808 2.8888
H -4.6318 1.8350 2.1441
H -3.6670 1.6347 3.6068
H -4.2056 0.2195 2.7147
H -3.1681 -1.2402 -1.0485
H -3.0317 -1.5878 1.9835
H -1.7163 -1.9146 0.8572
H -3.1945 -2.8720 0.7840
H -5.2925 -0.4402 1.0128
H -5.3274 -1.8982 0.0220
H -5.4197 -0.3167 -0.7435
C 6.4980 -2.0626 0.8172
C 5.1414 -1.6357 1.3129
C 4.8298 -0.2908 1.4491
C 3.5791 0.1271 1.8887
C 3.2628 1.5988 1.9500
C 2.6258 -0.8338 2.2344
C 2.9206 -2.1943 2.1182
C 1.8933 -3.2367 2.4702
C 4.1725 -2.5740 1.6468
C 1.2417 -0.4004 2.6787
O 0.8473 -0.6545 3.8107
O 0.5719 0.2162 1.7687
H 6.9221 -1.3095 0.1522
H 6.4386 -3.0052 0.2709
H 7.1924 -2.2061 1.6492
H 5.5654 0.4565 1.1678
H 4.1817 2.1860 1.9707
H 2.6689 1.8430 2.8316
H 2.6843 1.9049 1.0762
H 0.9831 -3.0921 1.8844
H 1.6181 -3.1643 3.5225
H 2.2778 -4.2373 2.2677
H 4.3937 -3.6311 1.5314
*
```